The following is a quantum chemistry calculation of a cluster of 6 separate species, C40H42FN5O15S2 in total in a non-equilibrium geometry, from the Open Molecules 2025 dataset.

```
! wB97M-V def2-TZVPD RIJCOSX def2/J DEFGRID3
* xyz 0 1
C -1.098 1.950 6.348
O -0.314 2.332 7.442
C 1.078 2.215 7.209
C 1.748 3.537 6.788
C 0.893 4.498 5.961
C 0.932 4.311 4.416
C 1.592 3.011 3.954
C 1.277 2.572 2.524
S -0.493 2.652 2.056
C 2.099 3.090 1.364
O 1.824 2.130 0.293
C 1.403 0.958 0.811
O 0.942 0.042 0.194
C 1.607 1.052 2.345
S 3.289 0.531 2.787
O 4.161 1.622 3.070
O 3.156 -0.452 3.809
F 3.863 -0.140 1.503
H -0.785 0.995 5.907
H -1.077 2.688 5.536
H -2.136 1.856 6.656
H 1.245 1.412 6.483
H 1.551 1.870 8.127
H 2.708 3.326 6.317
H 1.996 4.049 7.718
H 1.269 5.500 6.163
H -0.138 4.505 6.298
H 1.491 5.143 3.984
H -0.081 4.400 4.033
H 1.255 2.197 4.593
H 2.664 3.119 4.086
H -0.965 1.872 3.039
H 1.886 4.088 0.992
H 3.175 3.030 1.496
H 0.941 0.441 2.941
O 1.107 -0.767 -5.405
N 1.568 -1.825 -5.032
O 1.265 -2.906 -5.503
C 2.552 -1.802 -3.942
C 2.885 -0.589 -3.368
C 3.800 -0.576 -2.328
C 4.360 -1.763 -1.883
C 4.020 -2.972 -2.474
C 3.107 -2.996 -3.516
H 2.438 0.329 -3.718
H 4.070 0.360 -1.860
H 5.069 -1.743 -1.065
H 4.460 -3.894 -2.122
H 2.832 -3.929 -3.983
O -4.735 2.372 7.326
N -5.011 2.520 6.154
O -4.598 3.424 5.456
C -5.910 1.533 5.535
C -6.420 0.511 6.313
C -7.281 -0.405 5.730
C -7.615 -0.290 4.387
C -7.085 0.740 3.620
C -6.226 1.662 4.195
H -6.155 0.428 7.356
H -7.693 -1.208 6.325
H -8.291 -1.004 3.937
H -7.344 0.827 2.574
H -5.812 2.467 3.606
O -2.391 -0.591 -11.311
N -1.988 -0.725 -10.175
O -2.642 -0.467 -9.183
C -0.624 -1.238 -9.984
C 0.148 -1.511 -11.099
C 1.439 -1.977 -10.916
C 1.935 -2.167 -9.632
C 1.140 -1.896 -8.526
C -0.151 -1.426 -8.699
H -0.245 -1.361 -12.093
H 2.059 -2.190 -11.775
H 2.946 -2.527 -9.493
H 1.520 -2.045 -7.529
H -0.770 -1.210 -7.841
O -7.447 -2.945 -13.142
N -6.967 -3.991 -12.762
O -7.240 -5.083 -13.219
C -5.986 -3.936 -11.666
C -5.678 -2.713 -11.101
C -4.768 -2.669 -10.056
C -4.180 -3.841 -9.598
C -4.495 -5.060 -10.186
C -5.406 -5.113 -11.228
H -6.137 -1.806 -11.464
H -4.518 -1.724 -9.598
H -3.473 -3.803 -8.779
H -4.034 -5.970 -9.829
H -5.659 -6.056 -11.688
O 2.468 0.191 8.854
N 3.457 0.599 9.430
O 3.437 1.279 10.434
C 4.765 0.261 8.850
C 4.807 -0.467 7.675
C 6.040 -0.763 7.118
C 7.205 -0.335 7.739
C 7.142 0.388 8.924
C 5.914 0.692 9.487
H 3.897 -0.796 7.195
H 6.090 -1.326 6.196
H 8.167 -0.564 7.299
H 8.051 0.719 9.407
H 5.856 1.257 10.405
*
```

- HOMO: -9.670 eV
- DFT total energy: -104697.2574 eV
- Structure (SMILES): COCCCCC[C@@]1(S)COC(=O)[C@H]1S(=O)(=O)F.O=[N+]([O-])c1ccccc1.O=[N+]([O-])c1ccccc1.O=[N+]([O-])c1ccccc1.O=[N+]([O-])c1ccccc1.O=[N+]([O-])c1ccccc1
- Kohn-Sham gap: 8.9594 eV
- Molecular weight: 915.93 g/mol
- ΔE to the lowest compared entry with this formula, charge and spin: 0.0 kcal per mole

These are the Mulliken partial charges, in e, on atoms 1 to 99:
1 C -0.2301
2 O -0.4789
3 C -0.3182
4 C -0.7290
5 C -0.9390
6 C -1.0342
7 C -0.6069
8 C 0.3054
9 S -0.1820
10 C -0.8618
11 O -0.4142
12 C 0.1844
13 O -0.5747
14 C -0.0923
15 S 1.3525
16 O -0.6754
17 O -0.6383
18 F -0.1185
19 H 0.2795
20 H 0.0009
21 H 0.1888
22 H 0.2062
23 H 0.3798
24 H 0.3438
25 H 0.5370
26 H 0.4492
27 H 0.3464
28 H 0.4318
29 H 0.2803
30 H 0.1984
31 H 0.6808
32 H 0.1636
33 H 0.3939
34 H 0.3903
35 H 0.7935
36 O -0.5759
37 N 1.0396
38 O -0.6157
39 C 0.0817
40 C -0.2933
41 C -0.4482
42 C -0.4594
43 C -0.5725
44 C -0.2772
45 H 0.4469
46 H 0.4155
47 H 0.4083
48 H 0.3840
49 H 0.4589
50 O -0.5917
51 N 1.0306
52 O -0.6055
53 C 0.1724
54 C -0.3602
55 C -0.4296
56 C -0.4262
57 C -0.4196
58 C -0.4033
59 H 0.4491
60 H 0.3722
61 H 0.3764
62 H 0.3754
63 H 0.4594
64 O -0.5995
65 N 1.0665
66 O -0.6105
67 C -0.0605
68 C -0.4637
69 C -0.4276
70 C -0.6045
71 C 0.0345
72 C -0.2001
73 H 0.4726
74 H 0.3794
75 H 0.3983
76 H 0.0703
77 H 0.5507
78 O -0.6061
79 N 1.0136
80 O -0.6111
81 C 0.1478
82 C -0.4430
83 C -0.3949
84 C -0.5504
85 C -0.3814
86 C -0.4004
87 H 0.4420
88 H 0.5148
89 H 0.4319
90 H 0.3832
91 H 0.4496
92 O -0.6473
93 N 1.0956
94 O -0.6166
95 C 0.1731
96 C -0.3128
97 C -0.5404
98 C -0.4221
99 C -0.4336

---

The following is a quantum chemistry calculation of a structure of composition C40H42N4O2P2Pt, from the Open Molecules 2025 dataset.

```
! wB97M-V def2-TZVPD RIJCOSX def2/J DEFGRID3
* xyz 1 2
Pt -0.213 0.149 -0.950
C -2.675 1.647 0.226
N -2.061 0.448 -0.315
P 0.437 2.308 -1.310
C -0.883 3.174 -2.228
C -1.667 2.490 -3.158
C -2.570 3.166 -3.964
C -2.699 4.545 -3.862
C -1.904 5.241 -2.963
C -1.000 4.563 -2.157
C 0.394 3.017 0.377
C 1.445 2.605 1.202
C 1.544 3.049 2.509
C 0.598 3.933 3.012
C -0.445 4.360 2.203
C -0.550 3.901 0.897
P -2.831 -1.016 0.046
C -4.421 -0.894 -0.824
C -5.510 -1.579 -0.292
C -6.742 -1.529 -0.929
C -6.892 -0.778 -2.085
C -5.813 -0.076 -2.610
C -4.579 -0.135 -1.985
C -1.798 -2.144 -0.954
C -1.269 -3.275 -0.322
C -0.513 -4.190 -1.035
C -0.269 -3.983 -2.388
C -0.793 -2.874 -3.034
C -1.567 -1.961 -2.325
H -2.641 2.444 -0.517
H -2.108 1.971 1.101
H -3.714 1.466 0.509
H -1.559 1.413 -3.251
H -3.171 2.618 -4.679
H -3.406 5.074 -4.486
H -1.983 6.318 -2.889
H -0.372 5.127 -1.477
H 2.188 1.915 0.812
H 2.360 2.711 3.134
H 0.676 4.292 4.030
H -1.181 5.053 2.588
H -1.374 4.241 0.283
H -5.395 -2.150 0.621
H -7.586 -2.065 -0.517
H -7.855 -0.731 -2.577
H -5.937 0.517 -3.507
H -3.743 0.428 -2.386
H -1.466 -3.439 0.731
H -0.120 -5.067 -0.538
H 0.323 -4.697 -2.947
H -0.614 -2.726 -4.090
H -2.030 -1.133 -2.848
O 0.541 -0.892 1.565
N 0.219 -1.942 2.248
C -0.897 -1.937 3.014
C -1.273 -3.056 3.726
C -0.502 -4.206 3.674
C 0.654 -4.185 2.906
C 0.998 -3.048 2.210
H -1.434 -1.002 3.005
H -2.173 -3.009 4.323
H -0.785 -5.090 4.228
H 1.306 -5.045 2.848
H 1.890 -2.942 1.612
C 4.122 3.369 -1.892
C 4.943 2.091 -1.807
N 5.180 1.468 -3.107
C 6.050 2.183 -4.048
C 5.283 2.767 -5.224
C 4.794 0.223 -3.459
O 5.155 -0.331 -4.486
C 3.798 -0.497 -2.585
C 4.021 -1.819 -2.232
C 3.044 -2.489 -1.515
C 1.879 -1.823 -1.189
N 1.656 -0.549 -1.542
C 2.599 0.096 -2.238
H 3.933 3.758 -0.891
H 3.159 3.190 -2.372
H 4.648 4.140 -2.456
H 4.457 1.370 -1.152
H 5.918 2.306 -1.360
H 6.807 1.486 -4.408
H 6.555 2.967 -3.484
H 4.800 1.971 -5.790
H 5.967 3.292 -5.893
H 4.523 3.473 -4.889
H 4.939 -2.306 -2.531
H 3.170 -3.521 -1.217
H 1.087 -2.308 -0.633
H 2.377 1.121 -2.505
*
```

- HOMO (alpha / beta): -9.932 / -9.916 eV
- DFT total energy: -74034.8982 eV
- ⟨S²⟩: 0.7586
- Kohn-Sham gap (alpha / beta): 7.2005 / 5.6848 eV
- Molecular weight: 867.83 g/mol
- ΔE to the lowest compared entry with this formula, charge and spin: 56.9 kcal per mole

Formally, the Mulliken partial charges of the atoms, in units of the elementary charge, are as follows:
1 Pt 1.1303
2 C -1.3573
3 N 0.2536
4 P -0.0171
5 C -0.0709
6 C -0.3826
7 C -0.5045
8 C -0.5956
9 C -0.6855
10 C -0.4223
11 C 1.0127
12 C -0.5161
13 C -0.8453
14 C -0.6606
15 C -0.6954
16 C -0.5943
17 P 0.0910
18 C 0.6592
19 C -0.6611
20 C -0.6327
21 C -0.5142
22 C -0.8494
23 C 0.0184
24 C -0.1288
25 C -0.4108
26 C -0.7193
27 C -0.6432
28 C -0.6975
29 C 0.7175
30 H 0.1619
31 H 0.2475
32 H 0.7431
33 H 0.4152
34 H 0.4396
35 H 0.3951
36 H 0.4175
37 H 0.5752
38 H 0.3650
39 H 0.4466
40 H 0.3996
41 H 0.4272
42 H 0.5087
43 H 0.3729
44 H 0.4089
45 H 0.3995
46 H 0.4564
47 H 0.2126
48 H 0.6260
49 H 0.4139
50 H 0.4468
51 H 0.4812
52 H 0.2088
53 O -0.3908
54 N 0.2874
55 C -0.1084
56 C -0.8116
57 C -0.3028
58 C -0.8023
59 C -0.1383
60 H 0.4986
61 H 0.4471
62 H 0.4231
63 H 0.4589
64 H 0.5214
65 C -0.8991
66 C -0.8810
67 N 0.1930
68 C -0.8385
69 C -1.0722
70 C 0.2874
71 O -0.6357
72 C 0.2903
73 C -0.7611
74 C -1.2722
75 C 0.4845
76 N -0.4507
77 C 0.0849
78 H 0.3947
79 H 0.1492
80 H 0.4359
81 H 0.4981
82 H 0.3968
83 H 0.4400
84 H 0.4177
85 H 0.3093
86 H 0.3858
87 H 0.2623
88 H 0.5247
89 H 0.5504
90 H 0.1190
91 H 0.6570

---

The following is a quantum chemistry calculation of a structure of composition C40H42N9O3PbS3Sb, from the Open Molecules 2025 dataset.

```
! wB97M-V def2-TZVPD RIJCOSX def2/J DEFGRID3
* xyz -2 1
Pb -1.061 -0.085 -0.450
O -1.984 -0.043 -2.571
C -2.784 0.856 -3.043
C -3.980 0.459 -3.695
C -4.853 1.371 -4.241
C -4.581 2.742 -4.191
C -3.415 3.154 -3.575
C -2.520 2.255 -2.987
C -1.284 2.797 -2.445
N -0.480 2.193 -1.657
N 0.713 2.871 -1.460
C 1.605 2.147 -0.822
O 1.474 1.013 -0.274
C 2.978 2.780 -0.801
C 3.188 4.120 -1.123
C 4.463 4.663 -1.074
C 5.551 3.874 -0.715
C 5.350 2.536 -0.406
C 4.071 1.996 -0.445
H -4.190 -0.605 -3.718
H -5.767 1.020 -4.709
H -5.267 3.463 -4.618
H -3.176 4.212 -3.527
H -0.993 3.795 -2.790
H 2.331 4.715 -1.405
H 4.611 5.709 -1.317
H 6.547 4.300 -0.679
H 6.190 1.910 -0.126
H 3.887 0.961 -0.196
C 4.404 -4.762 3.258
C 3.391 -4.182 2.306
C 3.563 -4.212 0.927
C 2.617 -3.679 0.081
C 1.416 -3.050 0.522
N 0.479 -2.579 -0.308
C 0.695 -2.398 -1.643
C 1.837 -1.808 -2.230
C 1.906 -1.540 -3.583
C 0.850 -1.826 -4.448
C 0.896 -1.436 -5.902
C -0.295 -2.371 -3.890
C -0.369 -2.653 -2.536
N -1.603 -3.156 -2.019
C -2.269 -4.257 -2.421
C -3.450 -4.298 -1.715
C -3.406 -3.153 -0.897
N -2.291 -2.476 -1.092
C 1.241 -3.061 1.947
C 2.214 -3.612 2.771
N 0.076 -2.519 2.598
C -0.120 -2.426 3.944
C -1.345 -1.846 4.149
C -1.837 -1.606 2.856
N -0.980 -2.012 1.934
H 5.352 -4.943 2.747
H 4.075 -5.716 3.685
H 4.606 -4.086 4.093
H 4.455 -4.666 0.504
H 2.778 -3.744 -0.987
H 2.651 -1.513 -1.581
H 2.795 -1.056 -3.976
H 1.924 -1.395 -6.266
H 0.449 -0.451 -6.058
H 0.347 -2.147 -6.523
H -1.179 -2.532 -4.497
H -1.841 -4.917 -3.156
H -4.222 -5.046 -1.774
H -4.128 -2.785 -0.185
H 2.068 -3.603 3.842
H 0.603 -2.763 4.661
H -1.801 -1.601 5.093
H -2.759 -1.140 2.540
S -3.875 0.286 0.400
C -4.005 1.898 1.163
N -4.989 1.972 2.223
C -5.176 3.350 2.662
C -4.911 4.277 1.453
S -4.587 3.205 0.024
H -4.719 1.356 2.981
H -4.497 3.624 3.481
H -6.197 3.471 3.031
H -4.043 4.911 1.642
H -5.763 4.920 1.236
C 1.529 0.700 4.906
Sb 1.308 0.710 2.739
C 3.241 -0.164 2.392
C 1.960 2.761 2.649
H 2.487 1.137 5.196
H 1.464 -0.321 5.283
H 0.718 1.280 5.352
H 4.026 0.580 2.536
H 3.268 -0.545 1.373
H 3.391 -1.001 3.074
H 2.703 2.939 3.429
H 1.113 3.432 2.797
H 2.400 2.967 1.677
O -2.653 1.593 4.072
S -1.968 2.192 2.923
N -2.643 2.314 1.593
*
```

- HOMO: -1.515 eV
- DFT total energy: -106006.5086 eV
- Kohn-Sham gap: 5.7485 eV
- Molecular weight: 1122.00 g/mol
- ΔE to the lowest compared entry with this formula, charge and spin: 0.0 kcal per mole

Formally, the Mulliken partial charges of the atoms, in units of the elementary charge, are as follows:
1 Pb 2.0801
2 O 0.3564
3 C -0.5921
4 C -0.5788
5 C -0.5209
6 C -0.7964
7 C -0.3913
8 C 1.0167
9 C -1.3993
10 N 0.9119
11 N -0.7618
12 C -0.2393
13 O -0.6607
14 C -0.1258
15 C -0.2614
16 C -0.6510
17 C -0.2722
18 C -0.9405
19 C 0.1891
20 H 0.3509
21 H 0.3609
22 H 0.3445
23 H 0.3222
24 H 0.1874
25 H 0.4302
26 H 0.3604
27 H 0.3583
28 H 0.3819
29 H 0.3603
30 C -1.5938
31 C 0.2676
32 C -1.2337
33 C -0.5775
34 C 0.8413
35 N 0.0057
36 C -0.8589
37 C 0.3532
38 C -0.9513
39 C 0.5824
40 C -1.6572
41 C -0.1639
42 C -0.0625
43 N 0.5334
44 C -0.2393
45 C -1.1947
46 C -0.5914
47 N 0.3319
48 C 1.1755
49 C -0.9326
50 N 0.2809
51 C -0.1092
52 C -1.1351
53 C -0.5020
54 N -0.1121
55 H 0.3676
56 H 0.2704
57 H 0.3294
58 H 0.2822
59 H 0.3998
60 H 0.4784
61 H 0.2915
62 H 0.4103
63 H 0.2516
64 H 0.3793
65 H 0.3399
66 H 0.4267
67 H 0.4122
68 H 0.4495
69 H 0.1570
70 H 0.3194
71 H 0.4082
72 H 0.5762
73 S -0.3015
74 C 0.0478
75 N -0.4608
76 C -0.5416
77 C -0.6745
78 S -0.0954
79 H 0.3503
80 H 0.1969
81 H 0.3886
82 H 0.2614
83 H 0.4068
84 C -1.4762
85 Sb 0.6549
86 C -1.0145
87 C -1.2212
88 H 0.4373
89 H 0.3601
90 H 0.3424
91 H 0.5509
92 H -0.1257
93 H 0.4294
94 H 0.4381
95 H 0.3325
96 H 0.2503
97 O -0.5448
98 S 0.2050
99 N -0.0228